[1]
Here is 7 unconnected molecules or ions with the total composition C32H56O18P2 at a distorted geometry from OMol25. Energies are from the ωB97M-V functional and the def2-TZVPD basis.

## Properties
Energy relative to the best compared isomer or geometry (same formula, charge and spin) in eV: 2.148
Orbital gap in eV: 8.37
HOMO energy in eV: -8.000
Spin multiplicity: 1

Bonds (Å) are listed after each position.
Element x y z (Å)
1 C 3.28 2.72 2.32  C2 1.375, C6 1.408, H9 1.082
2 C 2.95 1.56 2.97  C1 1.375, C3 1.349, H10 1.081
3 C 3.02 0.39 2.32  C2 1.349, C4 1.409, O8 1.371
4 C 3.45 0.34 0.98  C3 1.409, C5 1.365, H11 1.081
5 C 3.87 1.49 0.37  C4 1.365, C6 1.354, H12 1.082
6 C 3.86 2.66 1.04  C1 1.408, C5 1.354, O7 1.370
7 O 4.19 3.83 0.40  C6 1.370, H13 0.961
8 O 2.67 -0.77 2.97  C3 1.371, H14 0.967
9 H 3.19 3.69 2.80  C1 1.082
10 H 2.51 1.58 3.96  C2 1.081
11 H 3.76 -0.59 0.50  C4 1.081
12 H 4.24 1.48 -0.65  C5 1.082
13 H 4.72 4.36 1.00  O7 0.961
14 H 2.17 -1.40 2.44  O8 0.967
15 C 3.09 10.93 0.32  C16 1.393, C20 1.389, H23 1.082
16 C 4.44 10.60 0.27  C15 1.393, C17 1.388, H24 1.082
17 C 4.86 9.28 0.32  C16 1.388, C18 1.419, O22 1.359
18 C 3.91 8.23 0.48  C17 1.419, C19 1.369, H25 1.080
19 C 2.60 8.59 0.62  C18 1.369, C20 1.417, H26 1.082
20 C 2.17 9.94 0.61  C15 1.389, C19 1.417, O21 1.357
21 O 0.87 10.28 0.79  C20 1.357, H27 0.962
22 O 6.18 9.01 0.14  C17 1.359, H28 0.961
23 H 2.80 11.95 0.08  C15 1.082
24 H 5.05 11.46 0.04  C16 1.082
25 H 4.26 7.21 0.50  C18 1.080
26 H 1.94 7.78 0.92  C19 1.082
27 H 0.92 11.22 0.96  O21 0.962
28 H 6.50 9.55 -0.59  O22 0.961
29 C -2.69 -3.57 -2.04  C30 1.374, C34 1.437, H37 1.079
30 C -4.04 -3.44 -2.24  C29 1.374, C31 1.372, H38 1.083
31 C -4.85 -4.47 -2.65  C30 1.372, C32 1.378, O36 1.373
32 C -4.29 -5.69 -2.96  C31 1.378, C33 1.393, H39 1.082
33 C -2.91 -5.88 -2.89  C32 1.393, C34 1.397, H40 1.081
34 C -2.12 -4.84 -2.40  C29 1.437, C33 1.397, O35 1.361
35 O -0.80 -5.12 -2.21  C34 1.361, H41 0.958
36 O -6.18 -4.24 -2.89  C31 1.373, H42 0.958
37 H -2.08 -2.77 -1.64  C29 1.079
38 H -4.51 -2.47 -2.15  C30 1.083
39 H -5.00 -6.43 -3.31  C32 1.082
40 H -2.50 -6.85 -3.10  C33 1.081
41 H -0.54 -6.04 -2.12  O35 0.958
42 H -6.75 -4.89 -3.33  O36 0.958
43 C 4.19 -3.67 1.58  O44 1.418, H51 1.090, H52 1.098, H53 1.087
44 O 3.15 -4.63 1.73  C43 1.418, P45 1.638
45 P 1.63 -4.15 1.34  O44 1.638, O46 1.474, O47 1.570, O49 1.591
46 O 1.23 -2.80 1.77  P45 1.474
47 O 0.74 -5.24 2.04  P45 1.570, C48 1.442
48 C 1.01 -6.66 1.98  O47 1.442, H54 1.087, H55 1.090, H56 1.091
49 O 1.52 -4.49 -0.21  P45 1.591, C50 1.431
50 C 1.70 -3.43 -1.15  O49 1.431, H57 1.088, H58 1.092, H59 1.089
51 H 3.84 -2.83 0.98  C43 1.090
52 H 4.86 -4.08 0.80  C43 1.098
53 H 4.89 -3.61 2.41  C43 1.087
54 H 0.89 -7.06 2.99  C48 1.087
55 H 1.96 -6.89 1.51  C48 1.090
56 H 0.31 -7.15 1.31  C48 1.091
57 H 2.48 -3.79 -1.82  C50 1.088
58 H 2.02 -2.50 -0.67  C50 1.092
59 H 0.75 -3.16 -1.59  C50 1.089
60 C -5.58 -0.57 3.20  O61 1.446, H68 1.091, H69 1.090, H70 1.088
61 O -4.88 -1.20 2.11  C60 1.446, P62 1.609
62 P -4.11 -2.58 2.42  O61 1.609, O63 1.477, O64 1.608, O66 1.629
63 O -3.40 -2.53 3.71  P62 1.477
64 O -5.26 -3.69 2.23  P62 1.608, C65 1.454
65 C -5.96 -3.88 0.97  O64 1.454, H71 1.089, H72 1.090, H73 1.089
66 O -3.18 -2.85 1.11  P62 1.629, C67 1.433
67 C -1.96 -3.59 1.26  O66 1.433, H74 1.091, H75 1.090, H76 1.090
68 H -6.62 -0.88 3.11  C60 1.091
69 H -5.64 0.51 3.00  C60 1.090
70 H -5.22 -0.67 4.22  C60 1.088
71 H -6.59 -3.02 0.72  C65 1.089
72 H -6.67 -4.70 1.10  C65 1.090
73 H -5.30 -4.21 0.17  C65 1.089
74 H -2.20 -4.64 1.10  C67 1.091
75 H -1.35 -3.53 2.17  C67 1.090
76 H -1.22 -3.29 0.52  C67 1.090
77 C 0.81 4.40 0.62  O78 1.419, H83 1.093, H84 1.091, H85 1.090
78 O -0.48 3.95 0.22  C77 1.419, C79 1.460
79 C -0.45 2.64 -0.41  O78 1.460, C80 1.581, H86 1.091, H87 1.089
80 C -0.15 1.56 0.71  C79 1.581, O81 1.380, H88 1.092, H89 1.094
81 O 0.19 0.32 0.21  C80 1.380, C82 1.450
82 C -0.85 -0.70 0.23  O81 1.450, H90 1.091, H91 1.093, H92 1.088
83 H 1.60 4.00 -0.02  C77 1.093
84 H 1.03 4.07 1.63  C77 1.091
85 H 0.83 5.49 0.51  C77 1.090
86 H 0.34 2.65 -1.16  C79 1.091
87 H -1.43 2.46 -0.83  C79 1.089
88 H -0.89 1.60 1.51  C80 1.092
89 H 0.80 1.86 1.16  C80 1.094
90 H -0.64 -1.49 -0.49  C82 1.091
91 H -1.78 -0.37 -0.24  C82 1.093
92 H -0.95 -0.98 1.28  C82 1.088
93 C 2.29 0.28 -2.62  O94 1.451, H99 1.090, H100 1.089, H101 1.091
94 O 1.27 0.07 -3.62  C93 1.451, C95 1.401
95 C 0.18 -0.75 -3.27  O94 1.401, C96 1.549, H102 1.091, H103 1.093
96 C -1.09 0.13 -3.10  C95 1.549, O97 1.419, H104 1.093, H105 1.091
97 O -2.17 -0.76 -2.91  C96 1.419, C98 1.416
98 C -3.34 -0.04 -2.57  O97 1.416, H106 1.092, H107 1.091, H108 1.093
99 H 2.87 1.12 -3.00  C93 1.090
100 H 2.80 -0.68 -2.61  C93 1.089
101 H 1.85 0.73 -1.72  C93 1.091
102 H 0.46 -1.46 -2.49  C95 1.091
103 H -0.08 -1.28 -4.19  C95 1.093
104 H -1.27 0.57 -4.09  C96 1.093
105 H -0.87 0.96 -2.43  C96 1.091
106 H -3.20 0.50 -1.63  C98 1.092
107 H -4.21 -0.68 -2.42  C98 1.091
108 H -3.71 0.64 -3.34  C98 1.093

[2]
Here is 10 unconnected molecules or ions with the total composition C32H58Br2O27 at a distorted geometry from OMol25. Energies are from the ωB97M-V functional and the def2-TZVPD basis.

## Properties
Energy relative to the best compared isomer or geometry (same formula, charge and spin) in eV: 3.695
Orbital gap in eV: 10.51
HOMO energy in eV: -10.570
Spin multiplicity: 1

Bonds (Å) are listed after each position.
Element x y z (Å)
1 C 6.26 6.42 -0.28  C2 1.470, H8 1.090, H9 1.090, H10 1.090
2 C 6.18 7.68 -1.04  C1 1.470, C3 1.511, O7 1.482, H11 1.090
3 C 5.07 8.58 -0.55  C2 1.511, O4 1.469, H12 1.090, H13 1.090
4 O 5.79 9.83 -0.25  C3 1.469, C5 1.311
5 C 7.06 9.78 -0.57  O4 1.311, O6 1.240, O7 1.364
6 O 7.83 10.68 -0.20  C5 1.240
7 O 7.41 8.49 -0.85  C2 1.482, C5 1.364
8 H 7.19 5.90 -0.52  C1 1.090
9 H 5.47 5.69 -0.45  C1 1.090
10 H 6.30 6.64 0.79  C1 1.090
11 H 6.09 7.30 -2.06  C2 1.090
12 H 4.63 8.19 0.37  C3 1.090
13 H 4.42 8.74 -1.41  C3 1.090
14 C -3.52 2.10 5.47  C15 1.515, H21 1.090, H22 1.090, H23 1.090
15 C -3.85 3.49 4.98  C14 1.515, C16 1.474, O20 1.446, H24 1.090
16 C -4.03 4.48 6.06  C15 1.474, O17 1.434, H25 1.090, H26 1.090
17 O -3.01 5.49 5.97  C16 1.434, C18 1.351
18 C -2.16 5.15 4.98  O17 1.351, O19 1.198, O20 1.395
19 O -1.22 5.80 4.62  C18 1.198
20 O -2.63 3.98 4.37  C15 1.446, C18 1.395
21 H -4.40 1.54 5.79  C14 1.090
22 H -2.88 2.21 6.35  C14 1.090
23 H -3.03 1.43 4.76  C14 1.090
24 H -4.65 3.61 4.26  C15 1.090
25 H -3.88 4.03 7.04  C16 1.090
26 H -5.01 4.97 6.04  C16 1.090
27 C 4.37 0.30 -7.35  C28 1.581, H34 1.090, H35 1.090, H36 1.090
28 C 5.48 1.21 -7.99  C27 1.581, C29 1.547, O33 1.421, H37 1.090
29 C 5.86 0.90 -9.46  C28 1.547, O30 1.428, H38 1.090, H39 1.090
30 O 5.53 2.13 -10.11  C29 1.428, C31 1.335
31 C 4.96 3.00 -9.29  O30 1.335, O32 1.240, O33 1.294
32 O 4.58 4.13 -9.63  C31 1.240
33 O 4.84 2.48 -8.11  C28 1.421, C31 1.294
34 H 3.44 0.44 -7.91  C27 1.090
35 H 4.20 0.58 -6.31  C27 1.090
36 H 4.71 -0.73 -7.35  C27 1.090
37 H 6.32 1.45 -7.33  C28 1.090
38 H 5.30 0.03 -9.79  C29 1.090
39 H 6.88 0.59 -9.67  C29 1.090
40 Br 3.71 -5.27 0.15  C41 2.015
41 C 5.44 -4.23 0.20  Br40 2.015, C42 1.514, H44 1.090, H45 1.090
42 C 5.83 -4.17 1.66  C41 1.514, Br43 2.021, H46 1.090, H47 1.090
43 Br 7.74 -3.54 1.79  C42 2.021
44 H 5.36 -3.23 -0.21  C41 1.090
45 H 6.06 -4.80 -0.50  C41 1.090
46 H 5.85 -5.21 1.98  C42 1.090
47 H 5.20 -3.56 2.31  C42 1.090
48 C 4.76 -4.80 9.21  O49 1.417, H54 1.090, H55 1.090, H56 1.090
49 O 3.74 -5.18 8.30  C48 1.417, C50 1.388
50 C 3.87 -6.33 7.53  O49 1.388, O51 1.239, O52 1.384
51 O 4.76 -7.19 7.57  C50 1.239
52 O 2.79 -6.43 6.67  C50 1.384, C53 1.436
53 C 1.88 -5.35 6.44  O52 1.436, H57 1.090, H58 1.090, H59 1.090
54 H 4.47 -5.07 10.22  C48 1.090
55 H 4.91 -3.72 9.11  C48 1.090
56 H 5.69 -5.29 8.92  C48 1.090
57 H 0.96 -5.87 6.18  C53 1.090
58 H 2.18 -4.72 5.60  C53 1.090
59 H 1.85 -4.77 7.37  C53 1.090
60 C 1.31 0.80 1.27  O61 1.395, H66 1.090, H67 1.090, H68 1.090
61 O 0.65 0.02 0.32  C60 1.395, C62 1.332
62 C 0.31 0.49 -0.87  O61 1.332, O63 1.219, O64 1.339
63 O 0.88 1.39 -1.47  C62 1.219
64 O -0.62 -0.33 -1.38  C62 1.339, C65 1.450
65 C -1.24 -0.08 -2.68  O64 1.450, H69 1.090, H70 1.090, H71 1.090
66 H 0.66 0.81 2.14  C60 1.090
67 H 1.49 1.83 0.96  C60 1.090
68 H 2.19 0.25 1.62  C60 1.090
69 H -2.20 -0.59 -2.72  C65 1.090
70 H -0.59 -0.58 -3.40  C65 1.090
71 H -1.42 0.98 -2.83  C65 1.090
72 C -7.80 -6.71 3.54  O73 1.410, H78 1.090, H79 1.090, H80 1.090
73 O -7.05 -5.84 4.37  C72 1.410, C74 1.357
74 C -5.89 -5.25 4.01  O73 1.357, O75 1.240, O76 1.347
75 O -5.10 -4.69 4.79  C74 1.240
76 O -5.80 -5.30 2.67  C74 1.347, C77 1.400
77 C -4.79 -4.61 1.98  O76 1.400, H81 1.090, H82 1.090, H83 1.090
78 H -8.54 -6.11 3.01  C72 1.090
79 H -8.40 -7.20 4.31  C72 1.090
80 H -7.22 -7.48 3.04  C72 1.090
81 H -3.77 -4.64 2.37  C77 1.090
82 H -5.19 -3.60 1.98  C77 1.090
83 H -4.82 -5.03 0.97  C77 1.090
84 C -4.18 -5.76 -14.70  O85 1.436, H90 1.090, H91 1.090, H92 1.090
85 O -3.79 -5.14 -13.47  C84 1.436, C86 1.336
86 C -2.93 -4.12 -13.41  O85 1.336, O87 1.216, O88 1.385
87 O -2.29 -3.74 -14.37  C86 1.216
88 O -2.83 -3.59 -12.14  C86 1.385, C89 1.438
89 C -2.00 -2.45 -11.84  O88 1.438, H93 1.090, H94 1.090, H95 1.090
90 H -4.61 -6.72 -14.42  C84 1.090
91 H -3.40 -5.85 -15.46  C84 1.090
92 H -4.92 -5.09 -15.13  C84 1.090
93 H -2.11 -2.25 -10.78  C89 1.090
94 H -2.44 -1.59 -12.35  C89 1.090
95 H -0.95 -2.61 -12.08  C89 1.090
96 C 0.73 0.78 9.85  O97 1.421, H102 1.090, H103 1.090, H104 1.090
97 O 1.66 1.32 8.92  C96 1.421, C98 1.328
98 C 1.94 2.62 9.02  O97 1.328, O99 1.259, O100 1.312
99 O 1.46 3.42 9.86  C98 1.259
100 O 2.78 2.89 8.05  C98 1.312, C101 1.415
101 C 3.30 4.21 8.01  O100 1.415, H105 1.090, H106 1.090, H107 1.090
102 H 0.43 -0.23 9.56  C96 1.090
103 H -0.18 1.37 9.85  C96 1.090
104 H 1.17 0.76 10.85  C96 1.090
105 H 3.56 4.43 6.98  C101 1.090
106 H 4.27 4.29 8.49  C101 1.090
107 H 2.75 4.97 8.58  C101 1.090
108 C -9.18 -1.29 -1.48  O109 1.393, H114 1.090, H115 1.090, H116 1.090
109 O -9.43 -0.08 -2.14  C108 1.393, C110 1.323
110 C -8.48 0.79 -2.43  O109 1.323, O111 1.189, O112 1.353
111 O -7.37 0.77 -2.00  C110 1.189
112 O -9.01 1.74 -3.23  C110 1.353, C113 1.393
113 C -8.30 2.89 -3.56  O112 1.393, H117 1.090, H118 1.090, H119 1.090
114 H -8.38 -1.94 -1.84  C108 1.090
115 H -10.08 -1.90 -1.49  C108 1.090
116 H -9.02 -1.16 -0.41  C108 1.090
117 H -7.64 2.74 -4.42  C113 1.090
118 H -7.63 3.30 -2.80  C113 1.090
119 H -8.93 3.70 -3.92  C113 1.090